DFT (ωB97M-V/def2-TZVPD) results for 3 unconnected molecules or ions with the total composition C2H3Br2NO5 in a non-equilibrium geometry.

Each line ends with the Mulliken charge.
Cartesian coordinates (Å):
N: 2.07 -1.31 -2.57  0.9225
O: 1.98 -2.30 -3.26  -0.3310
O: 0.18 -0.73 -2.06  -0.0141
O: 2.91 -0.67 -2.01  -0.3117
C: -1.00 1.40 1.82  -0.7507
C: -0.73 0.15 0.91  0.1261
O: 0.35 0.33 0.25  -0.4175
O: 0.12 -1.44 -1.06  0.0253
Br: -2.55 0.00 -0.16  -0.2799
Br: 0.48 1.80 3.05  -0.1580
H: -1.03 2.28 1.17  0.3833
H: -1.90 1.28 2.44  0.4146
H: -0.88 -0.80 1.49  0.3911

For the relative energy (zero: lowest compared OMol25 entry of this formula, charge and spin), the calculation gives 1.567 eV. Its spin multiplicity is 1. The calculation puts the gap between HOMO and LUMO (alpha / beta) at 0.217 / 0.219 Ha. The electronic energy comes out at -153923.074 eV.